Below is 6 unconnected molecules or ions with the total composition C29H74F3N5O7S in a non-equilibrium geometry, with properties calculated with the ωB97M-V functional and the def2-TZVPD basis.

Summary:
frontier orbital gap: 10.4 eV
net charge: +4
HOMO level: -18.2759 eV
E_tot: -72004.994 eV

CARTESIAN COORDINATES (ANGSTROEM)
C (1.28092, -1.76750, 0.78621)
F (1.84884, -2.20584, -0.38554)
F (0.93829, -2.89073, 1.41564)
F (2.11101, -0.99673, 1.46110)
S (-0.31857, -0.71369, 0.39302)
O (-1.31705, -1.62895, -0.14033)
O (-0.76820, -0.05331, 1.64002)
O (0.05673, 0.30833, -0.59731)
C (2.24958, 2.71981, -0.65474)
N (1.06303, 3.68495, -0.47149)
C (-0.19705, 3.28312, -1.31769)
C (0.63953, 3.68330, 0.97721)
C (1.43949, 5.12220, -0.77700)
C (1.94600, 5.52093, -2.23980)
O (0.98578, 5.21357, -3.28620)
H (2.08560, 1.77571, -0.13524)
H (3.12482, 3.23109, -0.25393)
H (2.17407, 2.62858, -1.73829)
H (-0.87528, 4.13308, -1.39313)
H (-0.77135, 2.59419, -0.69830)
H (0.08385, 2.94643, -2.31561)
H (1.44239, 3.97684, 1.65347)
H (0.18380, 2.72737, 1.23534)
H (-0.20524, 4.34800, 1.15793)
H (2.22963, 5.41613, -0.08606)
H (0.52831, 5.69683, -0.61070)
H (2.93686, 5.09124, -2.38706)
H (1.92197, 6.60519, -2.34884)
H (1.41771, 5.35695, -4.13147)
C (5.53968, -3.23045, 0.15629)
N (6.19143, -1.85765, -0.24465)
C (5.09759, -0.66013, -0.29638)
C (7.31845, -1.44693, 0.75200)
C (6.73658, -2.01189, -1.73909)
C (7.79223, -3.18706, -1.99862)
O (8.82846, -3.20536, -1.09331)
H (5.21644, -3.11971, 1.19136)
H (6.06109, -4.17659, 0.01120)
H (4.61193, -3.22251, -0.41582)
H (4.64312, -0.53513, 0.68644)
H (4.35452, -0.82580, -1.07645)
H (5.66359, 0.24764, -0.50540)
H (7.89913, -0.68021, 0.23911)
H (7.83508, -2.36218, 1.04097)
H (6.71919, -1.05463, 1.57362)
H (7.40045, -1.14962, -1.80137)
H (5.91583, -2.03813, -2.45587)
H (8.18523, -3.28387, -3.01068)
H (7.18531, -4.08079, -1.85373)
H (8.93202, -4.13057, -0.85912)
C (-3.61867, -1.49137, 1.82157)
N (-4.56000, -0.26648, 1.67843)
C (-4.74013, 0.36365, 3.08652)
C (-3.80119, 0.74778, 0.79144)
C (-5.94444, -0.51718, 1.14801)
C (-6.02507, -0.97674, -0.30692)
O (-5.49309, -2.30638, -0.44528)
H (-3.46818, -1.90980, 0.82639)
H (-4.05486, -2.19944, 2.52617)
H (-2.64431, -1.27236, 2.25833)
H (-5.41982, 1.21486, 3.04712)
H (-3.76938, 0.75128, 3.39555)
H (-5.15364, -0.30257, 3.84365)
H (-3.49191, 0.31564, -0.16023)
H (-2.96140, 1.06742, 1.40844)
H (-4.41163, 1.64210, 0.66634)
H (-6.39677, 0.47055, 1.23669)
H (-6.41201, -1.23001, 1.82724)
H (-5.45146, -0.24877, -0.88063)
H (-7.04209, -1.05123, -0.69191)
H (-6.26296, -2.87971, -0.43091)
C (0.53306, -1.77043, 6.78611)
N (0.23896, -0.51171, 5.83097)
C (1.22311, 0.59034, 6.20772)
C (0.54389, -0.95584, 4.41202)
C (-1.22041, 0.06466, 5.92768)
C (-2.37533, -0.98700, 6.11544)
O (-2.55510, -1.78416, 4.97957)
H (-0.16656, -2.60047, 6.68777)
H (0.56989, -1.49908, 7.84114)
H (1.55494, -2.08503, 6.57423)
H (2.24181, 0.23345, 6.05607)
H (1.18160, 0.68997, 7.29237)
H (1.03581, 1.57410, 5.77731)
H (0.44524, -0.05771, 3.80233)
H (-0.18220, -1.73759, 4.18892)
H (1.57591, -1.29822, 4.33577)
H (-1.27988, 0.69078, 5.03742)
H (-1.26213, 0.73214, 6.78838)
H (-3.29948, -0.47171, 6.37717)
H (-2.11780, -1.53265, 7.02321)
H (-2.73587, -2.60999, 5.43447)
C (-5.65668, -0.06463, -4.83865)
C (-4.35696, -0.31553, -3.90591)
C (-3.21008, -0.67831, -4.90737)
N (-1.73733, -0.45859, -4.41664)
C (-1.40585, -1.51154, -3.34338)
C (-1.42047, 0.97876, -3.96487)
C (0.06199, 1.14848, -4.33192)
C (0.13752, 0.50455, -5.75044)
C (-0.76932, -0.69234, -5.69077)
H (-6.53461, -0.05470, -4.19272)
H (-5.76077, -0.89863, -5.53269)
H (-5.69325, 0.87482, -5.39018)
H (-4.61403, -1.26563, -3.43758)
H (-4.24121, 0.53763, -3.23747)
H (-3.22679, 0.12089, -5.64839)
H (-3.33752, -1.57722, -5.51056)
H (-0.42218, -1.33532, -2.90814)
H (-1.45035, -2.51377, -3.76956)
H (-2.12743, -1.45864, -2.52813)
H (-1.61831, 1.03362, -2.89438)
H (-2.12702, 1.61364, -4.49950)
H (0.76027, 0.74154, -3.60055)
H (0.23091, 2.22426, -4.37954)
H (1.13572, 0.09443, -5.90374)
H (-0.24095, 1.15613, -6.53804)
H (-0.20927, -1.60605, -5.49182)
H (-1.35527, -0.98847, -6.56087)

Atom charges from the Löwdin analysis, given in e for atoms 1 to 8: -0.61 0.09 0.15 0.13 0.52 -0.32 -0.37 -0.37

Below is 7 unconnected molecules or ions with the total composition C29H75N14O7 in a non-equilibrium geometry, with properties calculated with the ωB97M-V functional and the def2-TZVPD basis.

Summary:
frontier orbital gap: 7.7 eV
net charge: +1
HOMO level: -10.2044 eV
E_tot: -66482.691 eV

CARTESIAN COORDINATES (ANGSTROEM)
C (4.62245, 0.84093, 0.38719)
C (4.39412, -0.65025, 0.72999)
C (4.26339, -1.55124, -0.51475)
C (2.82307, -1.99046, -0.76427)
C (1.95947, -0.81708, -1.28179)
C (0.59701, -0.70061, -0.55792)
C (-0.53194, -1.37774, -1.37616)
C (-1.39105, -0.36006, -2.15274)
C (-0.95779, -0.11845, -3.60467)
C (0.12254, 0.96414, -3.79833)
C (-0.34419, 2.24357, -4.50727)
C (-1.64755, 2.87559, -3.97039)
C (-1.48793, 3.34787, -2.53274)
C (-2.79674, 3.59203, -1.75098)
C (-3.89407, 2.57808, -2.05298)
N (-4.80416, 2.32376, -0.88732)
C (-6.07548, 1.63856, -1.29146)
C (-5.92273, 0.31064, -2.02279)
C (-5.68329, -0.92745, -1.13635)
C (-5.04412, -2.07939, -1.93391)
C (-5.84869, -3.36703, -1.80438)
O (-6.13024, -3.74298, -0.47755)
C (-4.98407, -3.81961, 0.37281)
C (-4.09135, 1.67929, 0.25327)
N (-4.98500, 1.38450, 1.34438)
C (-4.19431, 0.84209, 2.47553)
H (3.83571, 1.43521, 0.84576)
H (5.55262, 1.19577, 0.81449)
H (4.64037, 1.00670, -0.68207)
H (5.25533, -1.01269, 1.27783)
H (3.52938, -0.75366, 1.37880)
H (4.83892, -2.45496, -0.33631)
H (4.67362, -1.04215, -1.38075)
H (2.44185, -2.33967, 0.18890)
H (2.79084, -2.79500, -1.49141)
H (2.49109, 0.12325, -1.19228)
H (1.80138, -0.96676, -2.34425)
H (0.65301, -1.17669, 0.41308)
H (0.39061, 0.35951, -0.43621)
H (-0.11227, -2.07920, -2.08884)
H (-1.14861, -1.93353, -0.67101)
H (-2.41134, -0.74790, -2.17911)
H (-1.42499, 0.55363, -1.56841)
H (-1.83825, 0.04988, -4.21897)
H (-0.54080, -1.05952, -3.94598)
H (0.53414, 1.21586, -2.82646)
H (0.95139, 0.53644, -4.34715)
H (0.43073, 3.00104, -4.54012)
H (-0.56062, 1.95370, -5.53347)
H (-2.41866, 2.12470, -4.10678)
H (-1.90338, 3.70304, -4.62188)
H (-0.98313, 4.30683, -2.57608)
H (-0.84974, 2.70599, -1.94154)
H (-2.55394, 3.66995, -0.69526)
H (-3.17064, 4.57124, -2.03612)
H (-3.47501, 1.63297, -2.34865)
H (-4.51216, 2.94572, -2.86320)
H (-5.08374, 3.24471, -0.53802)
H (-6.74403, 1.52264, -0.44989)
H (-6.56926, 2.32663, -1.96812)
H (-5.17187, 0.33020, -2.80507)
H (-6.87001, 0.15287, -2.52556)
H (-6.62669, -1.25651, -0.71139)
H (-5.01301, -0.72598, -0.30610)
H (-4.02645, -2.20923, -1.58999)
H (-4.97992, -1.85036, -2.99624)
H (-6.81057, -3.16724, -2.27070)
H (-5.38212, -4.16660, -2.38697)
H (-4.88383, -2.86935, 0.90162)
H (-4.08378, -4.04389, -0.18287)
H (-5.13805, -4.58961, 1.10964)
H (-3.54867, 0.80232, -0.09999)
H (-3.33964, 2.35585, 0.63202)
H (-5.62890, 0.64169, 1.09419)
H (-3.83310, -0.16364, 2.26554)
H (-3.38013, 1.51722, 2.70480)
H (-4.87150, 0.74021, 3.31233)
C (-3.98215, -7.49236, 0.81506)
O (-3.85508, -6.42855, 1.40878)
N (-3.15631, -8.55185, 1.03098)
N (-4.96665, -7.68846, -0.10786)
H (-3.24504, -9.43078, 0.55701)
H (-2.42575, -8.43663, 1.70910)
H (-5.59446, -6.92469, -0.28335)
H (-5.09543, -8.54834, -0.60692)
C (7.86818, 2.78515, 2.50474)
O (6.77330, 2.56624, 2.00617)
N (8.14601, 3.94228, 3.17079)
N (8.89516, 1.89038, 2.42666)
H (9.03509, 4.14402, 3.58695)
H (7.40944, 4.61975, 3.24082)
H (8.72182, 1.03016, 1.93925)
H (9.80219, 2.04958, 2.82250)
C (-4.28398, 5.23530, 4.85952)
O (-4.33584, 6.30691, 5.42307)
N (-3.36394, 4.27473, 5.18737)
N (-5.14610, 4.89852, 3.84566)
H (-3.30800, 3.38042, 4.74038)
H (-2.72139, 4.49129, 5.92717)
H (-5.83433, 5.58170, 3.58864)
H (-5.12370, 4.02118, 3.36124)
C (7.87667, 2.87255, -2.20188)
O (8.36097, 2.98769, -3.31480)
N (6.53581, 3.04611, -1.96768)
N (8.60850, 2.56521, -1.09468)
H (6.12627, 2.94889, -1.05636)
H (5.95255, 3.27711, -2.74919)
H (9.60533, 2.41977, -1.19794)
H (8.19959, 2.47795, -0.18177)
C (-3.00761, -6.26274, 5.83847)
O (-2.19880, -6.53824, 6.70404)
N (-4.29045, -5.88088, 6.12920)
N (-2.70627, -6.31135, 4.50601)
H (-4.97369, -5.65449, 5.43224)
H (-4.54622, -5.83735, 7.09806)
H (-1.77510, -6.59043, 4.26068)
H (-3.35499, -6.09050, 3.77004)
C (12.37280, 2.19421, 0.07470)
O (11.33924, 1.94545, -0.52404)
N (12.58612, 3.39495, 0.68951)
N (13.39092, 1.29354, 0.17106)
H (13.42844, 3.62553, 1.18138)
H (11.85564, 4.07988, 0.62311)
H (13.26117, 0.40524, -0.27736)
H (14.25045, 1.47558, 0.65322)

Atom charges from the Löwdin analysis, given in e for atoms 1 to 8: -0.11 -0.23 -0.22 -0.20 -0.19 -0.18 -0.18 -0.22

Which of these has the highest net charge?
C29H74F3N5O7S